[1]
15
Properties=species:S:1:pos:R:3:mulliken_charge:R:1 method="wB97M-V/def2-TZVPD" homo_lumo_gap_ev=10.34 e_tot_ev=-15590.15330 e_lumo_ev=-3.892 total_charge=+1 e_homo_ev=-14.23
S 0.039 -0.721 -0.622 0.0802
N -2.604 0.053 -0.626 -0.5057
C 1.006 0.222 0.691 -0.5372
C 2.453 0.452 0.157 -0.8726
C -1.733 -0.945 -0.041 -0.2632
H -3.407 0.429 -0.136 0.2533
H 2.616 1.476 0.495 0.3132
H 0.122 0.299 -1.507 0.2362
H -1.923 -1.877 -0.575 0.3175
H 1.148 -0.489 1.499 0.3644
H 3.170 -0.290 0.469 0.3340
H -2.078 0.856 -0.946 0.2122
H -1.731 -1.022 1.045 0.3392
H 2.468 0.468 -0.938 0.2802
H 0.456 1.088 1.036 0.4485

***

[2]
7
Properties=species:S:1:pos:R:3:mulliken_charge:R:1 method="wB97M-V/def2-TZVPD" homo_lumo_gap_ev="7.49 / 7.59" e_tot_ev=-5655.07902 e_lumo_ev="1.068 / -3.184" multiplicity=3 s_squared=2.0163 e_homo_ev="-6.42 / -10.78"
O -0.741 -1.543 -0.554 -0.3392
N 0.600 0.162 0.383 -0.2451
C 0.361 -1.046 -0.446 -0.0863
C -0.289 1.004 0.473 -0.3381
H 0.064 1.786 1.109 0.2996
H 1.230 -1.426 -0.816 0.4553
H -1.225 1.062 -0.149 0.2539

***

[3]
39
Properties=species:S:1:pos:R:3:mulliken_charge:R:1 method="wB97M-V/def2-TZVPD" smiles=COc1ccc(OCCCc2c(C)n[nH]c2C)cc1 homo_lumo_gap_ev=8.63 e_tot_ev=-22954.18532 e_lumo_ev=0.864 e_homo_ev=-7.76
O -0.946 -1.597 1.165 -0.5001
O 4.077 0.592 0.486 -0.4549
N -0.848 2.292 0.902 0.4786
N -0.231 2.341 -0.279 -1.0175
C -1.636 -2.360 0.200 -0.8622
C 1.101 -1.491 -0.180 -0.6716
C -2.767 -0.292 -0.807 -1.1718
C 2.081 0.308 1.676 -0.6379
C -1.857 0.788 -0.319 1.2063
C -0.394 1.209 -2.442 -1.3969
C 2.361 -0.934 -0.351 -0.4991
C 2.859 -0.020 0.565 0.7692
C 0.833 -0.241 1.842 -0.2873
C 4.874 0.344 -0.644 -0.8402
C 0.314 -1.136 0.903 0.2888
C -1.836 1.370 0.934 -0.4285
C -0.826 1.437 -1.037 0.8759
C -2.028 -1.608 -1.077 -0.3773
C -2.656 1.110 2.144 -1.5559
H 5.169 -0.709 -0.709 0.3254
H 5.765 0.957 -0.518 0.2376
H -1.060 -3.259 -0.064 0.3592
H 0.229 0.009 2.700 0.4869
H 4.363 0.635 -1.568 0.3370
H 0.759 -2.210 -0.908 0.4221
H -2.672 -2.277 -1.653 0.4908
H 0.115 2.095 -2.810 0.4260
H 2.481 1.005 2.394 0.4252
H -3.714 1.266 1.934 0.4014
H 0.303 0.371 -2.493 0.1998
H -2.542 -2.678 0.725 0.4492
H 2.938 -1.229 -1.214 0.4192
H -2.360 1.774 2.953 0.3686
H -2.520 0.078 2.465 0.2605
H -3.557 -0.460 -0.072 0.3767
H -3.236 0.033 -1.741 0.3516
H -1.250 0.989 -3.077 0.3378
H -0.540 2.889 1.652 0.2058
H -1.144 -1.392 -1.675 0.2014

***

[4]
28
Properties=species:S:1:pos:R:3:mulliken_charge:R:1 method="wB97M-V/def2-TZVPD" homo_lumo_gap_ev=8.73 e_tot_ev=-32783.97937 e_lumo_ev=0.373 e_homo_ev=-8.35
S 0.465 -2.747 0.844 -0.4065
P 1.067 -1.572 -0.585 0.5603
O 1.752 -2.302 -1.853 -0.5326
C -1.774 -0.154 -0.158 1.0102
C -1.256 0.660 0.964 -1.2976
C -0.856 -0.193 -1.356 -1.1123
C 3.006 -0.662 1.013 -0.5030
C 3.510 1.499 -0.635 -0.5765
C 2.319 -0.478 -0.152 0.7544
C 4.044 0.266 1.329 -0.3298
C 2.531 0.580 -1.000 -0.6339
C 4.279 1.386 0.546 -0.5106
C -3.131 0.232 -0.633 -1.5914
H 1.329 -3.192 -1.983 0.3829
H -3.034 1.106 -1.178 0.4118
H 5.026 2.150 0.862 0.3536
H -1.972 0.727 1.808 0.3419
H 1.989 0.724 -1.908 0.4599
H -1.096 1.672 0.566 0.3286
H -0.311 0.267 1.187 0.2792
H -3.935 0.286 0.055 0.4356
H 4.698 -0.049 2.217 0.2643
H 3.477 2.419 -1.177 0.3351
H -1.611 -1.118 0.319 0.1132
H -1.209 -0.772 -2.215 0.4035
H -0.385 0.825 -1.559 0.3711
H -3.578 -0.496 -1.396 0.3321
H 2.850 -1.526 1.648 0.3563

***

[5]
51
Properties=species:S:1:pos:R:3:mulliken_charge:R:1 method="wB97M-V/def2-TZVPD" smiles="Cn1c(=O)cc(SCC(=O)NCCCN2CCOCC2)c2ccc(Cl)cc21" homo_lumo_gap_ev=8.35 e_tot_ev=-54064.11122 e_lumo_ev=-0.356 e_homo_ev=-8.70
Cl 1.898 -5.007 0.538 -0.2184
S 4.357 1.368 -1.031 -0.1240
O -0.443 1.198 -2.645 -0.7058
O -5.048 -0.386 -0.075 -0.4096
O 3.676 1.287 2.160 -0.6562
N 1.714 1.948 1.264 -0.0690
N -2.317 0.295 0.423 0.6674
N 0.380 -0.733 -1.772 0.2981
C 3.632 -1.522 -0.221 -0.8477
C 0.498 0.597 -2.150 0.4338
C 2.631 -0.814 -0.894 0.8147
C 3.064 1.890 1.307 0.5569
C 1.790 1.203 -1.917 -0.8624
C -3.194 -0.190 1.478 -0.4978
C 3.423 -2.807 0.215 -0.9367
C -0.170 0.385 1.682 0.2338
C -4.279 -1.082 0.873 -0.7808
C 0.887 1.320 2.270 -1.2084
C -3.118 1.009 -0.568 -0.6662
C -1.259 1.154 0.932 -1.3509
C 2.804 0.538 -1.326 0.6802
C 1.375 -1.422 -1.129 0.2204
C 1.171 -2.730 -0.672 -0.5943
C 3.757 2.616 0.167 -0.7312
C -4.223 0.102 -1.107 -0.5785
C 2.184 -3.400 -0.017 0.0099
C -0.888 -1.374 -2.047 -1.8079
H 4.660 3.101 0.531 0.4470
H -2.468 1.315 -1.390 0.3054
H 4.195 -3.348 0.736 0.4381
H 3.117 3.334 -0.343 0.3804
H -3.805 -1.958 0.402 0.3123
H 0.226 -3.226 -0.809 0.5018
H 4.577 -1.034 -0.040 0.4411
H -3.581 1.907 -0.125 0.4214
H 0.304 -0.333 1.013 -0.2455
H -0.817 1.653 0.066 0.4616
H 0.397 2.093 2.874 0.3380
H -1.446 -1.518 -1.120 0.4727
H -0.733 -2.322 -2.561 0.5690
H 1.572 0.759 2.910 0.4401
H -1.671 1.936 1.598 0.3802
H -2.615 -0.775 2.194 0.3219
H -4.873 0.660 -1.782 0.3603
H -3.775 -0.743 -1.651 0.2714
H -1.449 -0.701 -2.693 0.4720
H 1.897 2.221 -2.260 0.5294
H -3.676 0.648 2.012 0.3423
H -0.611 -0.169 2.510 0.4539
H 1.248 2.476 0.543 0.3256
H -4.971 -1.418 1.646 0.3901

***

[6]
16
Properties=species:S:1:pos:R:3:mulliken_charge:R:1 method="wB97M-V/def2-TZVPD" homo_lumo_gap_ev=7.86 e_tot_ev=-16096.97055 e_lumo_ev=0.011 e_homo_ev=-7.85
P -0.067 -1.228 -0.591 0.2565
O 0.987 -2.235 -0.891 -0.5965
N 1.021 0.423 -0.013 -0.0663
C 0.845 1.473 -0.673 -0.2500
C -0.601 -1.545 1.199 -1.0250
C 2.331 -0.045 0.376 -0.8197
H 2.169 -0.437 1.351 0.2683
H -0.068 1.807 -1.097 0.2906
H 3.204 0.584 0.394 0.3981
H 1.646 2.216 -0.678 0.2248
H 1.250 -2.446 -3.480 -0.2316
H 1.739 -2.542 -4.105 0.2181
H -0.957 -0.644 1.602 0.3195
H 2.430 -0.937 -0.360 0.3607
H 0.228 -2.038 1.547 0.2997
H -1.543 -2.086 0.937 0.3529

***

Record-wise energy relative to the best compared isomer or geometry (same formula, charge and spin) values, in kJ/mol: 188.0, 126.8, 199.3, 77.1, 116.1, 341.2